Entry 1:
Computed, not measured: a 2-piece molecular cluster, C2H10N4 overall in a non-equilibrium geometry, with ωB97M-V with the def2-TZVPD basis set.

```
16
C2H10N4, DFT ωB97M-V with the def2-TZVPD basis set
N 0.90 -1.28 -0.20
N -1.66 -0.13 -0.02
N 1.06 -1.54 1.00
N 1.02 0.18 -0.38
C 1.51 0.65 -1.66
C -1.94 0.53 1.24
H 2.54 0.32 -1.81
H -1.79 1.60 1.12
H -1.19 0.18 1.98
H -0.57 0.20 -0.38
H 1.47 0.58 0.44
H 1.48 1.74 -1.66
H 0.85 0.26 -2.44
H 1.20 -2.55 1.12
H -1.92 -1.11 0.06
H -2.97 0.36 1.57
```

Summary:
ΔE to the lowest compared entry with this formula, charge and spin (kcal/mol): 83.48
HOMO energy (eV): -7.6
SMILES: [H]/N=N/NC.CN
E (Ha): -301.095119
Frontier orbital gap (eV): 8.227
Max |F| (Eh/bohr): 0.0924

=====

Entry 2:
Computed, not measured: an isolated molecule of C2H10N4O in a non-equilibrium geometry, with ωB97M-V with the def2-TZVPD basis set.

```
17
C2H10N4O, DFT ωB97M-V with the def2-TZVPD basis set
O -2.22 -0.93 -0.58
N 0.49 -1.76 0.71
N 0.74 0.60 0.70
N 0.33 -0.68 -1.36
N -1.36 -0.32 0.35
C 0.62 1.98 0.31
C 0.05 -0.56 0.05
H 0.00 -2.54 0.29
H -1.80 -1.40 -1.33
H 1.24 -1.11 -1.49
H 0.31 2.07 -0.73
H 0.32 0.23 -1.81
H 0.21 -1.73 1.68
H -1.35 0.76 0.21
H -0.16 2.50 0.89
H 1.58 2.48 0.46
H 1.02 0.42 1.65
```

Summary:
ΔE to the lowest compared entry with this formula, charge and spin (kcal/mol): 73.21
HOMO energy (eV): -8.8
SMILES: CNC(N)(N)NO
E (Ha): -376.384790
Frontier orbital gap (eV): 9.616
Max |F| (Eh/bohr): 0.0572

=====

Entry 3:
Computed, not measured: a 2-piece molecular cluster, C2H10N4O overall in a non-equilibrium geometry, with ωB97M-V with the def2-TZVPD basis set.

```
17
C2H10N4O, DFT ωB97M-V with the def2-TZVPD basis set
O -0.09 2.29 0.80
N -0.74 -0.62 -0.86
N 1.56 0.73 0.28
N -0.95 -1.60 0.17
N 2.23 -0.43 0.71
C 0.36 1.16 0.95
C -1.97 0.06 -1.24
H 2.67 -0.88 -0.10
H 0.21 -0.13 -0.98
H -2.89 -0.48 -0.96
H -0.05 -1.92 0.53
H 2.99 -0.17 1.35
H -2.04 1.04 -0.78
H 0.13 0.52 1.82
H -2.00 0.18 -2.33
H -1.44 -1.19 0.97
H 2.01 1.43 -0.32
```

Summary:
ΔE to the lowest compared entry with this formula, charge and spin (kcal/mol): 92.38
HOMO energy (eV): -7.3
SMILES: NNC=O.CNN
E (Ha): -376.354239
Frontier orbital gap (eV): 8.019
Max |F| (Eh/bohr): 0.0613

=====

Entry 4:
Computed, not measured: an isolated ion of composition C2H10N4S2 and charge +2 in a non-equilibrium geometry, with ωB97M-V with the def2-TZVPD basis set.

```
18
C2H10N4S2, DFT ωB97M-V with the def2-TZVPD basis set
S 3.53 -1.17 0.10
S -1.05 -2.26 -0.06
N 0.72 0.07 -0.32
N -1.47 -0.37 0.30
N -2.77 0.21 0.28
N 3.08 0.49 -0.26
C -0.61 0.39 -0.65
C 1.81 0.79 -0.46
H 1.74 1.86 -0.79
H 3.86 1.31 -0.58
H 0.70 -0.92 0.09
H -0.86 -0.09 -1.66
H -3.37 -0.06 1.12
H -1.12 -2.68 1.15
H -0.87 1.49 -0.52
H -1.09 -0.27 1.20
H 4.70 -0.63 0.61
H -3.41 0.20 -0.54
```

Summary:
ΔE to the lowest compared entry with this formula, charge and spin (kcal/mol): 133.88
HOMO energy (eV): -17.1
SMILES: N[N@@H+](S)CN/C=[NH+]\S
E (Ha): -1096.829527
Frontier orbital gap (eV): 8.093
Max |F| (Eh/bohr): 0.0841
Charge: +2

=====

Entry 5:
Computed, not measured: a 2-piece molecular cluster, C2H10NO overall in a non-equilibrium geometry, with ωB97M-V with the def2-TZVPD basis set.

```
14
C2H10NO, DFT ωB97M-V with the def2-TZVPD basis set
O -0.65 -2.35 0.90
N 0.06 0.03 -0.57
C 1.44 0.45 0.02
C -0.95 1.25 -0.58
H 1.48 1.44 -0.24
H -0.09 -2.45 1.68
H -1.24 1.69 0.37
H -1.95 0.99 -1.02
H -1.47 -2.40 1.40
H 2.31 -0.33 -0.25
H 1.55 0.57 1.19
H 0.13 -0.07 -1.57
H -0.28 -0.84 -0.09
H -0.35 2.01 -1.22
```

Summary:
ΔE to the lowest compared entry with this formula, charge and spin (kcal/mol): 34.46
HOMO energy (eV): -16.5
E (Ha): -211.903504
Frontier orbital gap (eV): 13.268
Max |F| (Eh/bohr): 0.0706
Charge: +1

=====

Entry 6:
Computed, not measured: a 2-piece molecular cluster, C2H10NO overall in a non-equilibrium geometry, with ωB97M-V with the def2-TZVPD basis set.

```
14
C2H10NO, DFT ωB97M-V with the def2-TZVPD basis set
O -0.61 0.60 1.08
N 1.02 -0.85 -0.30
C 1.47 -0.91 -1.73
C -1.96 1.15 0.96
H 1.93 0.04 -1.98
H 1.77 -0.53 0.31
H 0.19 -0.19 -0.17
H 0.57 -1.04 -2.32
H -2.29 1.30 1.98
H 2.09 -1.77 -1.87
H 0.06 1.16 1.46
H -1.83 2.17 0.65
H -2.46 0.58 0.19
H 0.58 -1.72 0.01
```

Summary:
ΔE to the lowest compared entry with this formula, charge and spin (kcal/mol): 26.49
HOMO energy (eV): -15.1
E (Ha): -211.916196
Frontier orbital gap (eV): 11.545
Max |F| (Eh/bohr): 0.0531
Charge: +1

=====

Entry 7:
Computed, not measured: a 2-piece molecular cluster, C2H10NO overall in a non-equilibrium geometry, with ωB97M-V with the def2-TZVPD basis set.

```
14
C2H10NO, DFT ωB97M-V with the def2-TZVPD basis set
O -0.17 2.31 0.12
N -0.29 -0.34 0.14
C 1.02 -0.77 0.80
C -0.60 -1.06 -1.11
H 0.05 -0.87 -1.89
H -1.14 -0.38 1.05
H 0.30 2.77 -0.65
H -1.64 -0.60 -1.42
H 0.55 -1.34 1.59
H 1.57 0.03 1.20
H -0.46 2.90 0.77
H 1.63 -1.31 0.01
H -0.74 -2.09 -0.85
H -0.11 0.74 0.23
```

Summary:
ΔE to the lowest compared entry with this formula, charge and spin (kcal/mol): 46.69
HOMO energy (eV): -16.9
E (Ha): -211.884011
Frontier orbital gap (eV): 13.104
Max |F| (Eh/bohr): 0.1050
Charge: +1

=====

Entry 8:
Computed, not measured: a 3-piece molecular cluster, C2H10NO2 overall in a non-equilibrium geometry, with ωB97M-V with the def2-TZVPD basis set.

```
15
C2H10NO2, DFT ωB97M-V with the def2-TZVPD basis set
O -1.19 -1.03 -1.78
O -1.64 -0.39 1.60
N 0.88 0.42 -0.26
C 0.66 -0.33 0.75
C 1.81 1.57 -0.22
H -2.18 0.37 1.36
H -1.96 -1.61 -1.82
H -2.09 -0.75 2.37
H -0.49 -1.59 -2.13
H 2.61 1.38 -0.94
H 1.34 2.52 -0.43
H 0.69 0.17 -1.22
H 0.20 -1.28 0.55
H 0.79 0.03 1.76
H 2.32 1.56 0.74
```

Summary:
ΔE to the lowest compared entry with this formula, charge and spin (kcal/mol): 22.97
HOMO energy (eV): -15.7
E (Ha): -287.159727
Frontier orbital gap (eV): 11.328
Max |F| (Eh/bohr): 0.0369
Charge: +1

=====

Entry 9:
Computed, not measured: a 3-piece molecular cluster, C2H10NO2 overall in a non-equilibrium geometry, with ωB97M-V with the def2-TZVPD basis set.

```
15
C2H10NO2, DFT ωB97M-V with the def2-TZVPD basis set
O 1.21 -1.40 3.02
O 1.14 -0.56 0.62
N -0.50 0.37 -1.17
C -1.48 -0.38 -1.47
C -0.47 1.79 -1.49
H -2.35 0.00 -1.99
H 0.58 -0.89 3.53
H 1.30 -2.29 3.38
H -0.89 2.37 -0.66
H 1.95 -0.91 0.23
H 1.28 -0.80 1.59
H -1.08 1.96 -2.38
H 0.11 0.03 -0.36
H -1.35 -1.41 -1.17
H 0.55 2.12 -1.68
```

Summary:
ΔE to the lowest compared entry with this formula, charge and spin (kcal/mol): 13.88
HOMO energy (eV): -15.7
E (Ha): -287.174218
Frontier orbital gap (eV): 11.234
Max |F| (Eh/bohr): 0.0295
Charge: +1

=====

Entry 10:
Computed, not measured: a 3-piece molecular cluster, C2H10NO2 overall in a non-equilibrium geometry, with ωB97M-V with the def2-TZVPD basis set.

```
15
C2H10NO2, DFT ωB97M-V with the def2-TZVPD basis set
O -0.94 -2.16 3.52
O -0.46 -0.12 1.09
N 0.65 0.60 -1.26
C 1.50 1.60 -1.41
C -0.26 0.02 -2.34
H -0.41 1.00 -2.84
H -0.25 -1.79 4.07
H 1.48 2.28 -2.31
H -1.03 -0.89 1.40
H -1.67 -2.14 4.15
H -0.76 0.59 1.62
H 2.04 2.03 -0.52
H 0.39 -0.65 -2.91
H -1.11 -0.30 -1.73
H 0.83 -0.07 -0.54
```

Summary:
ΔE to the lowest compared entry with this formula, charge and spin (kcal/mol): 38.31
HOMO energy (eV): -14.6
E (Ha): -287.135280
Frontier orbital gap (eV): 9.332
Max |F| (Eh/bohr): 0.0760
Charge: +1

=====

Entry 11:
Computed, not measured: a 3-piece molecular cluster, C2H10NO2S overall in a non-equilibrium geometry, with ωB97M-V with the def2-TZVPD basis set.

```
16
C2H10NO2S, DFT ωB97M-V with the def2-TZVPD basis set
S -0.15 -1.77 2.16
O -0.73 3.29 2.08
O 1.32 0.94 -2.46
N -0.37 0.31 -0.13
C -0.45 -1.12 -0.52
C 0.32 -2.02 0.43
H -1.32 0.66 -0.19
H -0.15 2.52 2.09
H 2.28 0.89 -2.56
H -1.52 -1.42 -0.49
H 1.26 0.71 -1.51
H 1.40 -1.90 0.25
H 0.05 -3.04 0.13
H -0.31 -1.28 -1.60
H -0.29 0.19 0.89
H -1.32 3.04 1.42
```

Summary:
ΔE to the lowest compared entry with this formula, charge and spin (kcal/mol): 13.61
HOMO energy (eV): -2.8
E (Ha): -685.645992
Frontier orbital gap (eV): 6.506
Max |F| (Eh/bohr): 0.0578
Charge: -1

=====

Entry 12:
Computed, not measured: a 3-piece molecular cluster, C2H10NO2S overall, with ωB97M-V with the def2-TZVPD basis set.

```
16
C2H10NO2S, DFT ωB97M-V with the def2-TZVPD basis set
S -2.76 0.80 -0.11
O 2.71 -0.47 0.96
O 2.77 -4.36 -0.91
N 0.10 0.73 1.13
C -1.28 1.66 -0.76
C 0.03 1.00 -0.34
H 1.79 -0.13 0.98
H -1.30 2.69 -0.42
H -0.32 1.54 1.58
H 0.86 1.65 -0.63
H 2.47 -3.45 -0.75
H 2.67 -1.34 1.36
H 2.87 -4.76 -0.05
H 0.10 0.04 -0.84
H -0.65 0.05 1.26
H -1.27 1.68 -1.86
```

Summary:
ΔE to the lowest compared entry with this formula, charge and spin (kcal/mol): 6.48
HOMO energy (eV): -2.7
E (Ha): -685.657363
Frontier orbital gap (eV): 5.655
Max |F| (Eh/bohr): 0.0165
Charge: -1

=====

Entry 13:
Computed, not measured: a 3-piece molecular cluster, C2H10NO2S overall in a non-equilibrium geometry, with ωB97M-V with the def2-TZVPD basis set.

```
16
C2H10NO2S, DFT ωB97M-V with the def2-TZVPD basis set
S 1.64 -1.26 2.70
O -2.38 2.28 -0.61
O -2.30 -0.31 -1.96
N 1.14 0.82 0.10
C 1.76 -1.48 0.92
C 0.83 -0.63 0.07
H 2.10 0.91 0.44
H -1.65 -0.60 -1.34
H -1.59 2.82 -0.61
H 1.28 -2.47 0.81
H 0.77 -1.01 -0.95
H -0.19 -0.71 0.48
H 2.78 -1.47 0.53
H 0.65 1.20 0.91
H -2.06 1.55 -0.08
H -2.77 0.36 -1.43
```

Summary:
ΔE to the lowest compared entry with this formula, charge and spin (kcal/mol): 12.52
HOMO energy (alpha / beta) (eV): -9.8 / -9.4
E (Ha): -685.548658
Frontier orbital gap (alpha / beta) (eV): 10.279 / 7.088
Max |F| (Eh/bohr): 0.0287
2S+1: 2

=====

Entry 14:
Computed, not measured: a 3-piece molecular cluster, C2H10NO2S overall in a non-equilibrium geometry, with ωB97M-V with the def2-TZVPD basis set.

```
16
C2H10NO2S, DFT ωB97M-V with the def2-TZVPD basis set
S 0.06 0.88 -0.92
O -0.57 -1.47 4.81
O 2.80 1.54 -5.40
N -0.75 -0.16 1.94
C -1.14 -0.43 -0.54
C -0.94 -1.07 0.82
H -0.95 -1.13 -1.36
H -0.09 -1.76 0.77
H 3.46 0.91 -5.72
H 1.97 1.07 -5.54
H -2.13 -0.01 -0.74
H 0.01 0.48 1.71
H -0.21 -0.99 4.04
H -1.79 -1.69 1.08
H -1.62 0.32 2.12
H -0.05 -1.19 5.57
```

Summary:
ΔE to the lowest compared entry with this formula, charge and spin (kcal/mol): 2.38
HOMO energy (alpha / beta) (eV): -9.6 / -9.2
E (Ha): -685.564829
Frontier orbital gap (alpha / beta) (eV): 10.312 / 7.152
Max |F| (Eh/bohr): 0.0229
2S+1: 2

=====

Entry 15:
Computed, not measured: a 4-piece molecular cluster, C2H10NO5 overall in a non-equilibrium geometry, with ωB97M-V with the def2-TZVPD basis set.

```
18
C2H10NO5, DFT ωB97M-V with the def2-TZVPD basis set
O 0.01 -2.37 0.29
O -2.57 -1.08 1.44
O -1.30 1.16 1.02
O 0.88 1.35 0.33
O 3.33 0.58 -0.50
N -0.60 0.12 -0.86
C 0.41 -0.03 -1.94
C -0.33 1.02 0.21
H 0.43 -1.56 0.09
H 2.48 1.00 -0.30
H -3.22 -0.69 1.97
H -1.97 -0.29 1.26
H 0.04 -0.79 -2.64
H 0.58 0.76 -2.64
H 1.39 -0.32 -1.44
H -0.94 -2.19 0.47
H -1.51 0.24 -1.19
H 3.55 -0.12 0.15
```

Summary:
ΔE to the lowest compared entry with this formula, charge and spin (kcal/mol): 11.91
HOMO energy (eV): -5.4
E (Ha): -513.253628
Frontier orbital gap (eV): 9.213
Max |F| (Eh/bohr): 0.0583
Charge: -1

=====

Entry 16:
Computed, not measured: a 2-piece molecular cluster, C2H10NS overall in a non-equilibrium geometry, with ωB97M-V with the def2-TZVPD basis set.

```
14
C2H10NS, DFT ωB97M-V with the def2-TZVPD basis set
S -0.46 -0.89 0.52
N -1.15 2.32 0.49
C 0.71 -0.09 -0.88
C 0.39 -2.45 0.34
H -2.06 2.79 0.36
H 1.35 -0.94 -1.05
H 0.83 -2.46 -0.66
H -1.10 1.35 0.20
H 1.37 -2.38 0.98
H -0.78 2.44 1.45
H -0.27 -3.29 0.46
H 0.34 0.10 -1.85
H 1.14 0.82 -0.43
H -0.31 2.69 0.06
```

Summary:
ΔE to the lowest compared entry with this formula, charge and spin (kcal/mol): 39.87
HOMO energy (eV): -12.6
E (Ha): -534.825246
Frontier orbital gap (eV): 8.399
Max |F| (Eh/bohr): 0.0566
Charge: +1

=====

Entry 17:
Computed, not measured: a 2-piece molecular cluster, C2H10NS overall in a non-equilibrium geometry, with ωB97M-V with the def2-TZVPD basis set.

```
14
C2H10NS, DFT ωB97M-V with the def2-TZVPD basis set
S -1.20 0.32 -0.55
N 1.34 -0.08 -1.99
C 0.16 -0.28 1.70
C -1.11 0.43 1.07
H 0.40 0.21 2.64
H 0.69 0.39 -1.19
H 1.08 -0.02 1.18
H -2.25 -0.49 -0.81
H 1.13 0.36 -2.87
H -1.92 -0.07 1.55
H -0.34 -1.28 1.93
H 0.97 -1.02 -2.12
H 2.32 0.01 -1.74
H -1.27 1.51 1.21
```

Summary:
ΔE to the lowest compared entry with this formula, charge and spin (kcal/mol): 40.37
HOMO energy (eV): -13.3
E (Ha): -534.824434
Frontier orbital gap (eV): 9.564
Max |F| (Eh/bohr): 0.1084
Charge: +1

=====

Entry 18:
Computed, not measured: a 3-piece molecular cluster, C2H10O2S2 overall in a non-equilibrium geometry, with ωB97M-V with the def2-TZVPD basis set.

```
16
C2H10O2S2, DFT ωB97M-V with the def2-TZVPD basis set
S -0.25 -0.12 -1.88
S -0.91 1.00 -3.49
O -1.99 4.18 0.43
O -1.01 -0.44 7.35
C 0.98 -1.37 -2.47
C 1.68 -2.24 -1.42
H -0.93 -1.39 7.47
H 1.68 -0.56 -2.66
H 0.96 -2.89 -0.94
H -2.16 4.06 -0.49
H -2.77 4.45 0.89
H -0.02 1.99 -3.27
H 2.48 -2.73 -1.95
H 0.62 -1.88 -3.36
H 2.16 -1.56 -0.71
H -0.52 -0.50 6.51
```

Summary:
ΔE to the lowest compared entry with this formula, charge and spin (kcal/mol): 29.11
HOMO energy (eV): -8.8
SMILES: CCSS.O.O
E (Ha): -1029.012515
Frontier orbital gap (eV): 9.291
Max |F| (Eh/bohr): 0.0349

=====

Entry 19:
Computed, not measured: a 3-piece molecular cluster, C2H10O2S2 overall in a non-equilibrium geometry, with ωB97M-V with the def2-TZVPD basis set.

```
16
C2H10O2S2, DFT ωB97M-V with the def2-TZVPD basis set
S 0.91 1.27 -1.24
S 1.61 -0.46 -0.36
O -0.83 -2.92 -0.03
O -3.77 1.91 2.06
C -0.78 0.72 -1.70
C 3.27 0.02 0.18
H 4.05 -0.69 -0.10
H -0.45 -3.79 0.07
H -0.39 -2.43 0.70
H 3.19 0.17 1.26
H -0.84 -0.37 -1.68
H -4.15 2.02 2.93
H -1.66 1.20 -1.26
H 3.68 0.92 -0.27
H -2.94 1.47 2.21
H -0.90 0.95 -2.76
```

Summary:
ΔE to the lowest compared entry with this formula, charge and spin (kcal/mol): 25.99
HOMO energy (eV): -7.7
SMILES: CSSC.O.O
E (Ha): -1029.017496
Frontier orbital gap (eV): 8.212
Max |F| (Eh/bohr): 0.0276

=====

Entry 20:
Computed, not measured: a 4-piece molecular cluster, C2H10O3 overall in a non-equilibrium geometry, with ωB97M-V with the def2-TZVPD basis set.

```
15
C2H10O3, DFT ωB97M-V with the def2-TZVPD basis set
O -0.24 4.77 0.44
O -1.19 -1.12 1.82
O -1.60 -2.61 -1.90
C 1.24 -0.52 -0.56
C 2.41 -0.56 0.23
H -0.76 -2.32 -1.52
H 1.34 -0.82 -1.62
H -1.73 -1.99 -2.62
H -1.68 -1.92 2.04
H 3.40 -0.52 -0.20
H -0.03 4.20 1.19
H -0.53 4.14 -0.23
H 2.35 -1.07 1.16
H 0.23 -0.47 -0.21
H -0.31 -1.49 1.60
```

Summary:
ΔE to the lowest compared entry with this formula, charge and spin (kcal/mol): 30.18
HOMO energy (alpha / beta) (eV): 0.5 / -3.0
E (Ha): -307.817613
Frontier orbital gap (alpha / beta) (eV): 3.325 / 6.727
Max |F| (Eh/bohr): 0.0282
Charge: -1
2S+1: 2